1.
This record from the Open Molecules 2025 dataset describes a 2-piece molecular cluster, C6H12O overall in a non-equilibrium geometry. The level of theory is ωB97M-V with the def2-TZVPD basis set.

Output
structure (SMILES) = CC#CC.CCO
highest occupied orbital energy = -0.358 Ha
energy relative to the best compared isomer or geometry (same formula, charge and spin) = 48.23 kcal/mol
E = -310.9824 hartree
frontier orbital gap = 10.687 eV

Each line ends with the natural charge from an NBO analysis.
Atoms and positions in Å:
C 0.351 -1.382 3.369  -0.034
C 1.044 -1.617 2.396  -0.024
C -0.482 -1.100 4.539  -0.686
C 1.877 -1.900 1.226  -0.689
H -0.747 -0.029 4.571  0.247
H 0.059 -1.356 5.465  0.239
H -1.412 -1.691 4.500  0.237
H 2.013 -0.986 0.623  0.242
H 2.869 -2.264 1.542  0.240
H 1.404 -2.671 0.596  0.238
O 0.037 1.377 2.132  -0.746
C -1.132 0.298 0.266  -0.638
C -1.236 1.120 1.538  -0.061
H 0.440 0.512 2.355  0.484
H -0.478 0.807 -0.462  0.210
H -2.129 0.167 -0.188  0.210
H -0.710 -0.698 0.482  0.205
H -1.657 2.120 1.319  0.177
H -1.909 0.624 2.264  0.149

---

2.
This record from the Open Molecules 2025 dataset describes C20H21Cl3GeN3SW as an isolated structure. The level of theory is ωB97M-V with the def2-TZVPD basis set.

Output
highest occupied orbital energy (alpha / beta) = -0.539 / -0.540 Ha
energy relative to the best compared isomer or geometry (same formula, charge and spin) = 0.00 kcal/mol
E = -4861.3332 hartree
total charge = +2
frontier orbital gap (alpha / beta) = 5.920 / 6.198 eV
2S+1 = 2

Each line ends with the Löwdin spin population.
Atoms and positions in Å:
W -0.184 0.213 1.760  0.926
C 2.899 -0.026 -0.866  0.002
C 2.136 1.113 -0.202  0.017
C 1.110 1.754 -1.097  -0.003
C 1.507 2.776 -1.945  0.000
C 0.605 3.335 -2.839  -0.003
C -0.703 2.885 -2.865  0.000
C -1.149 1.876 -2.014  -0.002
C -2.621 1.523 -2.037  0.000
C -3.041 0.752 -3.292  0.000
C -0.212 1.301 -1.157  0.002
N -0.599 0.257 -0.238  0.006
C -1.323 -0.800 -0.672  0.018
C -1.830 -1.657 0.266  0.000
C -2.689 -2.781 0.249  0.011
C -2.934 -3.115 1.566  -0.003
C -2.221 -2.202 2.364  0.008
N -1.559 -1.329 1.595  0.008
H 3.611 -0.486 -0.180  0.000
H 3.455 0.356 -1.722  0.001
H 2.214 -0.793 -1.235  0.000
H 2.818 1.872 0.187  0.000
H 1.678 0.694 0.725  0.006
H 2.530 3.133 -1.914  0.000
H 0.920 4.132 -3.498  0.000
H -1.416 3.350 -3.536  0.000
H -3.185 2.457 -2.002  0.000
H -2.914 0.974 -1.140  0.000
H -2.824 1.333 -4.189  0.000
H -4.110 0.547 -3.276  0.000
H -2.512 -0.198 -3.394  0.000
H -1.500 -0.923 -1.735  0.001
H -3.096 -3.252 -0.634  0.001
H -3.557 -3.911 1.937  0.000
H -2.176 -2.161 3.443  0.001
S 1.448 0.519 3.449  -0.018
C 2.022 -1.047 2.836  0.018
C 3.046 -1.840 3.292  0.000
C 3.264 -3.039 2.617  0.002
C 2.461 -3.398 1.538  -0.002
C 1.448 -2.550 1.147  0.000
N 1.251 -1.390 1.790  0.003
H 3.647 -1.536 4.137  0.000
H 4.062 -3.696 2.938  0.000
H 2.616 -4.326 1.008  0.000
H 0.782 -2.780 0.325  0.000
Cl -2.006 1.263 2.864  0.025
Ge -0.309 2.812 1.753  -0.007
Cl -1.419 4.115 0.559  -0.009
Cl 0.555 3.893 3.333  -0.009

---

3.
This record from the Open Molecules 2025 dataset describes one molecule with the formula C3H5N3. The level of theory is ωB97M-V with the def2-TZVPD basis set.

Output
highest occupied orbital energy = -0.297 Ha
energy relative to the best compared isomer or geometry (same formula, charge and spin) = 79.49 kcal/mol
E = -281.4634 hartree
frontier orbital gap = 8.217 eV

Each line ends with the natural charge from an NBO analysis.
Atoms and positions in Å:
N -1.495 -0.756 -0.129  -0.694
C -0.235 -0.016 0.008  -0.195
C 0.837 -0.834 -0.323  -0.232
N 1.845 0.043 -0.119  -0.384
N 1.517 1.296 0.297  -0.288
C 0.196 1.274 0.382  -0.094
H -2.143 -0.443 -0.855  0.410
H -2.017 -0.944 0.731  0.410
H -0.994 -1.623 -0.440  0.467
H 2.820 -0.164 -0.250  0.393
H -0.331 2.167 0.699  0.206